Below is a molecular structure, C5H6N at a distorted geometry, with properties calculated with wB97M-V/def2-TZVPD.

Energy above the lowest of the compared OMol25 structures with the same formula, charge and spin = 259.4 kcal per mole
Lowest unoccupied orbital energy (alpha / beta) = -6.95 / -5.66 eV
Kohn-Sham gap (alpha / beta) = 8.631 / 9.971 eV

```
! RIJCOSX wB97M-V def2-TZVPD def2/J DEFGRID3
* xyz 1 1
C 1.12610 0.65537 -0.76056
C -1.36166 0.28111 0.15410
H -1.75588 -0.69598 0.77691
C 1.27284 0.86178 0.77601
H -1.70529 1.15995 0.68519
H 3.06245 -0.62183 -0.61434
H -1.81695 0.20264 -0.81058
C 2.08065 -0.33003 -0.25163
N 0.03330 0.12535 0.04403
C 1.01624 -0.80351 0.53408
H 1.08831 1.21628 -1.61816
H 0.45128 -1.71410 2.43627
*
```



Below is 2 unconnected molecules or ions with the total composition C3H10N2O at a distorted geometry, with properties calculated with wB97M-V/def2-TZVPD.

SMILES string = C=NC.NCO
Energy above the lowest of the compared OMol25 structures with the same formula, charge and spin = 68.7 kcal per mole
Lowest unoccupied orbital energy = 0.45 eV
Kohn-Sham gap = 9.340 eV

```
! RIJCOSX wB97M-V def2-TZVPD def2/J DEFGRID3
* xyz 0 1
N -1.29866 -0.31846 0.06436
H -1.74523 -0.48026 2.09393
H -2.99645 -0.09727 -1.29167
H -3.15777 -0.65641 0.88738
C -1.89849 0.20350 -1.23963
H 1.00226 -0.69159 -1.14168
H 2.67042 1.35123 0.08714
H 0.18802 0.16180 0.88401
O 1.07075 0.36397 1.20294
C 2.17299 0.32394 0.23767
H -1.24109 -0.29498 -2.03162
C -2.11924 -0.36920 1.07343
H 3.01718 -0.15640 0.76333
N 1.92827 -0.33888 -1.08021
H -1.62880 1.27112 -1.32033
H 1.98662 0.33295 -1.87189
*
```



Below is 2 unconnected molecules or ions with the total composition C4H12 at a distorted geometry, with properties calculated with wB97M-V/def2-TZVPD.

SMILES string = CC.CC
Energy above the lowest of the compared OMol25 structures with the same formula, charge and spin = 12.3 kcal per mole
Lowest unoccupied orbital energy = 1.16 eV
Kohn-Sham gap = 12.513 eV

```
! RIJCOSX wB97M-V def2-TZVPD def2/J DEFGRID3
* xyz 0 1
C 0.97408 0.92861 0.26290
H -0.90923 -1.18479 -1.68528
H -0.92066 -2.77798 -0.99517
C 1.86121 2.15864 0.23828
H 0.09982 1.09581 0.89013
C -0.84130 -1.71680 -0.74468
C -1.96584 -1.33809 0.22932
H 0.71063 0.53239 -0.70962
H 1.48418 3.10268 0.65347
H -2.08214 -2.01405 1.07104
H 1.54066 0.11115 0.71272
H 2.01903 2.60741 -0.75534
H -2.90741 -1.39123 -0.34106
H 0.07526 -1.63349 -0.16134
H 2.86784 2.02595 0.63400
H -1.95781 -0.28696 0.48100
*
```



Below is a molecular structure, C9H13PS at a distorted geometry, with properties calculated with wB97M-V/def2-TZVPD.

Energy above the lowest of the compared OMol25 structures with the same formula, charge and spin = 17.7 kcal per mole
Lowest unoccupied orbital energy = 0.51 eV
Kohn-Sham gap = 8.763 eV

```
! RIJCOSX wB97M-V def2-TZVPD def2/J DEFGRID3
* xyz 0 1
C 1.03508 1.19331 -0.02059
C -2.27174 -0.96426 -1.74550
H -0.43553 2.51578 -0.55928
H -2.94233 -0.45538 -2.45354
H -1.26530 -0.83260 -2.13371
H -1.21831 -1.12037 1.89424
C 2.46473 1.20854 0.05647
S -2.95096 1.61604 0.32988
C 0.38571 0.00426 0.07445
C 1.02592 -1.16521 0.24313
H 0.39716 -2.03330 0.40820
H 1.00379 3.35187 0.04268
H -0.11004 2.60227 1.10055
H -2.44948 -1.95590 -1.39510
H 4.15682 -0.16445 0.09485
C -2.06000 -1.31710 1.28475
H -1.88626 -2.25473 0.70972
H -2.99631 -1.39032 1.76155
C 0.38160 2.51446 0.07329
C 2.41863 -1.24371 0.21579
H 3.06756 2.12316 -0.20621
C 3.10989 -0.07996 0.12360
H 3.12002 -2.08349 0.20386
P -1.98064 -0.06889 -0.10307
*
```



Below is 2 unconnected molecules or ions with the total composition C4H6N2O2 at a distorted geometry, with properties calculated with wB97M-V/def2-TZVPD.

Energy above the lowest of the compared OMol25 structures with the same formula, charge and spin = 145.0 kcal per mole
Lowest unoccupied orbital energy (alpha / beta) = -1.31 / -1.35 eV
Kohn-Sham gap (alpha / beta) = 7.835 / 7.348 eV

```
! RIJCOSX wB97M-V def2-TZVPD def2/J DEFGRID3
* xyz 0 1
N -1.08448 0.74025 -0.02615
H -0.14650 2.27582 0.94257
H 2.06319 1.48329 -0.03150
O -2.21922 1.24423 0.02455
H -1.77937 -0.78521 -1.29808
C 1.34492 -0.46956 -0.55095
H 2.28457 -0.93961 -0.79678
C 1.34288 0.73205 0.32138
H -1.32382 -2.70086 0.50723
N 0.28233 -0.99676 -1.02785
H 1.71411 0.42018 1.31149
O -1.55517 -1.85761 0.90101
C -0.91497 -0.47094 -0.73030
C -0.00848 1.32475 0.45336
*
```



Below is a molecular structure, C44H108N20O12 at a distorted geometry, with properties calculated with wB97M-V/def2-TZVPD.

Energy above the lowest of the compared OMol25 structures with the same formula, charge and spin = 83.7 kcal per mole
Lowest unoccupied orbital energy = 0.21 eV
Kohn-Sham gap = 8.114 eV

```
! RIJCOSX wB97M-V def2-TZVPD def2/J DEFGRID3
* xyz 0 1
N 1.55555 -9.83681 4.14630
C 7.51871 -13.93862 4.18960
H 2.07652 -13.20784 0.63651
H 5.04017 -12.65303 -4.10144
C 7.95065 -5.10881 -1.62128
N 1.68970 -16.04990 0.58792
O 0.50486 -11.08849 5.72284
C 3.78852 -8.71182 -0.51655
H 6.39723 -4.92674 -6.83591
H -1.57548 -5.81009 -1.69546
H 0.76766 -12.70972 3.16294
O 1.96086 -15.49331 -1.60848
H 2.66186 -16.29323 0.57948
H 9.21712 -13.55103 7.89281
H 3.36721 -10.12614 2.01314
H 5.59632 -9.70648 -0.12379
C -0.84009 -4.14022 -6.42962
H 0.92364 -6.08460 -4.46052
H 1.83872 -5.52315 -3.14459
H -1.01119 -7.42207 -5.45352
H 6.48867 -5.72756 2.93053
C 3.09936 -9.66522 -1.50631
H 4.35539 -9.15116 -3.14209
C 7.46738 -10.86566 3.40628
C 8.77717 -12.60866 7.54884
O -2.14562 -5.76119 -4.20456
H 8.89231 -14.64055 5.61588
H 1.12435 -15.87110 1.39947
C -0.54558 -5.84803 -2.03794
H 5.69444 -6.52406 0.50328
C 0.45762 -8.78279 -5.22646
C -2.86229 -3.18692 -5.16841
H 8.28467 -2.56796 -1.23256
H -2.90419 -5.59543 -3.63491
H 1.18313 -8.65618 -1.37878
H 9.36411 -2.50589 0.12718
H -0.22783 -3.36157 -1.33046
C -0.59778 -10.11874 1.29288
H 0.47380 -2.41443 -4.98539
C 3.33870 -11.45860 0.27890
H 0.02796 -1.27715 -2.90344
H 11.09669 -4.26937 -0.56293
H 7.81016 -9.88247 3.73719
H 2.27790 -9.89589 7.31942
N 2.84658 -13.65883 -5.98698
N 5.70712 -5.60189 -6.56824
H 7.71003 -2.99352 0.41054
H -3.00051 -2.49859 -6.01311
H 6.12213 -4.52647 -0.68968
H 4.04403 -12.91787 -1.27046
C 6.71138 -11.54531 4.57500
H -0.18860 -14.17662 -1.23512
C 6.33808 -12.96252 4.13132
H 3.76862 -6.38930 -4.13890
O -0.73074 -14.14550 2.20325
H -0.42923 -14.74916 0.34389
H 10.74750 -12.43170 5.99041
H 9.36159 -11.81750 8.02179
N 8.89917 -5.41082 0.59834
N 4.24639 -6.44474 -5.01814
H 10.34913 -3.84333 -2.05586
C 5.15075 -5.47404 -5.31994
H 4.66592 -13.17882 0.35233
H -0.07229 -11.18465 -0.34336
C -0.01809 -3.43637 -2.40192
C 2.42707 -12.30962 1.16019
H 3.58311 -13.52884 -3.89987
N 7.53374 -11.55000 5.76478
N 4.57454 -13.46708 -3.74401
C -0.52562 -2.18594 -3.13616
O 7.91989 -10.26544 6.17761
H 5.57275 -13.33361 4.82735
H 6.26614 -4.42654 1.69790
H 4.90782 -10.58131 -2.28589
H 8.57221 -8.02648 1.23388
H 8.85352 -7.09388 2.62449
H 4.39240 -7.98044 -1.06146
O 1.35018 -8.08867 -5.70283
H -1.47072 -11.80865 0.53056
H 1.06856 -3.25120 -2.33109
C 5.42192 -10.78993 4.81988
H 2.30802 -9.22684 3.89247
N -0.84132 -8.35062 -5.10734
H 2.75529 -14.65729 -5.93626
O -1.29983 -9.98381 2.29073
H 6.86197 -10.78434 2.50362
H 3.26858 -13.18280 -6.76034
H -2.02926 -15.41241 4.05726
C 6.96649 -5.12559 2.15655
H 5.17106 -8.63587 1.14870
H 7.75546 -4.42611 -2.44829
H 0.23430 -12.79949 4.84025
H -1.24062 -14.47249 5.29279
C 8.05527 -13.93632 5.60899
H 8.39924 -6.00704 -2.05832
H 3.48014 -10.72887 -3.35341
H 1.63708 -10.45308 -4.83858
H 4.96092 -16.42420 -2.72161
O 1.77891 -11.66759 -1.52151
C 5.28853 -14.62559 -3.54986
O 9.96965 -5.21078 1.49690
C 8.90690 -4.55113 -0.55812
H 5.84936 -12.98697 3.15514
H 3.53074 -15.45798 -2.75614
H 0.05911 -5.54254 -1.17990
C 2.67842 -13.03881 -4.78745
H 5.47596 -9.81674 5.31634
C 10.28170 -4.55773 -1.23779
C 8.53340 -3.07474 -0.30063
C 6.70432 -6.47386 0.09670
H 4.77627 -11.37789 5.48489
H 2.17575 -7.92708 -2.67157
H 2.82428 -12.53497 2.14694
H -3.60580 -3.97289 -5.26019
H 1.41457 -11.89612 1.27938
C 4.03585 -10.48263 1.22512
N 2.20319 -13.89598 -3.80412
C 1.37234 -10.28056 5.42790
H 0.24413 -4.19391 -6.35528
C 1.26154 -15.49537 -0.58971
H 0.80437 -8.80085 1.92319
H 5.97798 -5.83729 -1.87817
H 1.50896 -9.56669 -2.81295
H 4.19126 -7.30184 -5.53729
H -0.17150 -6.81546 -2.36620
H 1.98426 -13.45207 -2.92928
H 7.30888 -14.33176 6.30187
N -1.36048 -14.71879 4.32718
N -1.33553 -4.61941 -4.01665
H 4.82136 -10.63535 3.91992
C 7.74737 -6.02921 1.15550
H 7.19695 -7.77056 2.41903
C -0.59372 -14.05994 3.42974
H 10.64262 -5.79443 1.13019
H 2.42872 -12.27519 -1.91511
H 1.61413 -14.64753 -4.12111
H 1.46905 -4.42205 -4.48750
C 4.37125 -12.40708 -0.36470
N 0.71460 -10.04133 -4.76535
C 1.95255 -8.83804 -2.12563
H 8.38289 -11.40746 3.16465
C 4.02175 -10.07560 -2.67068
H -1.13620 -5.18611 -6.55342
H -1.04234 -1.50596 -5.03682
N 0.12639 -14.78066 -0.50160
H 0.84300 -10.14153 3.50058
H 7.82974 -12.60668 8.10477
C 9.88652 -12.24882 5.34678
N 0.52414 -9.35888 1.13932
H 9.98413 -12.56542 4.30907
H 8.21086 -13.58460 3.42415
C -0.56671 -2.41569 -4.65868
H 9.98108 -11.16042 5.20961
N -0.77711 -11.10341 0.37356
H 7.42146 -10.14970 6.99306
N 4.47549 -15.62403 -3.08475
H -1.54695 -1.96495 -2.80176
O 6.47586 -14.75812 -3.75824
H -1.16897 -3.51102 -7.25243
H -1.38787 -8.64192 -4.31660
H 1.13039 -9.32842 0.33252
H 3.01379 -8.13395 -0.00179
H 5.31788 -11.92125 -0.61486
H 3.00235 -9.21247 5.92174
O 2.94006 -11.87175 -4.53545
H 7.66568 -4.49835 2.72341
N 2.27872 -9.77981 6.32623
C -0.21715 -4.79099 -3.09868
C 6.57225 -5.45887 -1.04335
H 5.47249 -6.34484 -7.19793
C -1.40693 -3.63580 -5.09310
H 7.15075 -14.93107 3.92753
H 7.01036 -7.42512 -0.34458
N 0.35562 -13.21038 3.92811
H -3.09132 -2.51808 -4.33443
C 4.74036 -9.38000 0.47598
C 8.05402 -7.34511 1.91476
H 4.72984 -11.12086 1.78557
C 8.54788 -12.56533 6.04821
H 10.55424 -5.57110 -1.54725
C 1.05420 -5.19117 -3.83882
H -0.01795 -10.46459 -4.22467
N 2.54512 -10.78114 -0.72903
O 5.46221 -4.57745 -4.55661
*
```



Which of these has the lowest energy above the lowest of the compared OMol25 structures with the same formula, charge and spin?
C4H12



Which formula does entry 6 have?
C44H108N20O12



Which value of energy above the lowest of the compared OMol25 structures with the same formula, charge and spin does entry 4 give?
17.7 kcal per mole



Please write out number 1 again, unchanged.
Below is a molecular structure, C5H6N at a distorted geometry, with properties calculated with wB97M-V/def2-TZVPD.

Energy above the lowest of the compared OMol25 structures with the same formula, charge and spin = 259.4 kcal per mole
Lowest unoccupied orbital energy (alpha / beta) = -6.95 / -5.66 eV
Kohn-Sham gap (alpha / beta) = 8.631 / 9.971 eV

```
! RIJCOSX wB97M-V def2-TZVPD def2/J DEFGRID3
* xyz 1 1
C 1.12610 0.65537 -0.76056
C -1.36166 0.28111 0.15410
H -1.75588 -0.69598 0.77691
C 1.27284 0.86178 0.77601
H -1.70529 1.15995 0.68519
H 3.06245 -0.62183 -0.61434
H -1.81695 0.20264 -0.81058
C 2.08065 -0.33003 -0.25163
N 0.03330 0.12535 0.04403
C 1.01624 -0.80351 0.53408
H 1.08831 1.21628 -1.61816
H 0.45128 -1.71410 2.43627
*
```